ORCA calculation (the ωB97M-V functional and the def2-TZVPD basis) on a structure of composition C46H48AsF3N4RuSSb.

Geometry as XYZ:
```
105
Properties=species:S:1:pos:R:3:forces:R:3
Ru -0.0924 0.3495 0.4024 -0.611 -0.053 0.009
C -1.6530 4.4213 2.1314 0.019 0.005 0.015
C -1.3994 3.1880 1.3221 0.069 0.458 -0.720
N -1.3627 1.9833 1.7213 0.007 -0.435 0.388
N -1.5475 1.6601 3.0327 -0.022 -0.254 -0.344
C -1.7306 0.3464 3.3650 0.085 0.635 0.115
N -1.9195 0.1264 4.6664 -0.130 -0.240 0.087
S -1.7355 -0.8796 2.2350 -0.087 -0.086 0.003
C -1.1962 3.3257 -0.1667 -0.138 -0.101 0.931
C -1.4527 4.5116 -0.8114 -0.038 0.304 -0.443
C -1.3476 4.5578 -2.2028 -0.076 0.220 0.311
C -0.9993 3.4135 -2.8804 0.060 -0.295 -0.128
C -0.7260 2.2656 -2.1471 -0.076 0.058 0.015
N -0.8080 2.2213 -0.8202 0.190 -0.130 -0.103
H -1.7772 4.2443 3.1952 0.004 -0.074 0.037
H -2.5594 4.9192 1.7837 -0.004 -0.022 -0.007
H -0.8258 5.1234 2.0114 -0.011 -0.012 -0.020
H -1.5516 2.3798 3.7408 0.023 0.018 0.007
H -2.1201 0.8668 5.3197 0.039 0.013 0.013
H -2.1268 -0.8169 4.9540 0.023 0.028 0.032
H -1.7434 5.3917 -0.2568 -0.002 -0.006 -0.032
H -1.5479 5.4789 -2.7343 -0.006 -0.013 0.012
H -0.9277 3.3909 -3.9593 0.007 -0.001 0.015
H -0.4270 1.3487 -2.6379 -0.028 -0.026 -0.028
C 1.5071 -1.0260 -3.6934 0.017 -0.053 -0.029
C 2.5565 -0.9966 -2.5872 -0.019 0.020 -0.053
As 2.1786 0.4132 -1.2932 0.136 0.149 -0.332
C 2.4472 1.9773 -2.4508 0.044 0.042 0.048
C 2.5481 3.2827 -1.6685 -0.016 0.026 -0.005
C 3.8352 0.4839 -0.2607 0.023 -0.097 0.075
C 5.1269 0.5179 -1.0701 0.046 -0.006 0.072
H 1.6253 -1.9119 -4.3187 0.012 0.014 -0.007
H 1.5840 -0.1527 -4.3429 0.022 0.008 0.007
H 0.4904 -1.0544 -3.2933 0.029 0.001 0.031
H 3.5491 -0.8029 -2.9922 0.016 -0.018 -0.045
H 2.6020 -1.9425 -2.0480 0.041 0.031 -0.059
H 1.6336 2.0102 -3.1723 -0.009 0.006 -0.014
H 3.3567 1.7935 -3.0231 0.031 0.015 -0.017
H 1.7017 3.4231 -0.9883 -0.011 -0.028 -0.022
H 2.5685 4.1410 -2.3416 0.016 -0.024 -0.001
H 3.4598 3.3210 -1.0712 0.003 -0.025 0.009
H 3.8153 -0.3848 0.4000 0.039 0.036 -0.014
H 3.7508 1.3612 0.3835 -0.003 0.018 0.019
H 5.3301 -0.4372 -1.5522 -0.031 -0.013 -0.015
H 5.9659 0.7259 -0.4049 0.013 -0.025 -0.015
H 5.1325 1.2904 -1.8385 -0.040 0.038 0.012
C 2.4425 2.7347 6.3522 -0.002 -0.028 0.057
C 1.9708 1.4383 6.1571 -0.002 0.031 -0.044
C 1.6903 0.9872 4.8808 0.011 -0.068 0.063
C 1.8776 1.8325 3.7791 -0.153 -0.042 -0.130
C 2.3167 3.1441 3.9932 0.007 0.104 0.046
C 2.6148 3.5891 5.2716 -0.031 -0.042 -0.086
C 1.5886 1.4124 2.4123 0.064 -0.095 0.069
C 1.4003 0.1563 1.9046 0.372 -0.199 0.192
C 2.0168 -1.0831 2.3633 -0.177 0.259 -0.116
C 3.2895 -1.0701 2.9576 0.184 0.079 0.050
C 3.9362 -2.2475 3.2817 -0.065 0.000 -0.020
C 3.3263 -3.4717 3.0199 0.003 0.000 0.014
C 2.0722 -3.5078 2.4227 -0.002 0.064 0.016
C 1.4319 -2.3253 2.0912 -0.118 -0.232 -0.065
H 2.6730 3.0779 7.3524 -0.008 -0.001 -0.012
H 1.8281 0.7817 7.0052 0.010 0.007 -0.001
H 1.3233 -0.0207 4.7298 0.013 0.024 0.001
H 2.4482 3.8061 3.1434 0.004 -0.009 0.020
H 2.9783 4.5960 5.4271 0.001 -0.011 -0.009
H 1.4618 2.2506 1.7211 0.048 0.045 -0.011
H 3.7809 -0.1228 3.1456 -0.026 -0.012 0.001
H 4.9181 -2.2162 3.7352 -0.014 0.000 -0.004
H 3.8311 -4.3934 3.2780 -0.004 0.012 -0.011
H 1.5937 -4.4562 2.2145 0.018 0.012 0.006
H 0.4508 -2.3688 1.6324 0.051 0.022 -0.016
F 0.8459 -6.6488 -3.1703 -0.003 0.023 0.014
C 0.2779 -5.5130 -2.7577 0.007 -0.119 -0.069
C 1.0330 -4.6263 -2.0170 -0.013 0.130 0.057
C 0.4308 -3.4477 -1.5953 -0.040 -0.085 0.007
C -0.8968 -3.1694 -1.9123 0.078 -0.191 -0.074
C -1.6322 -4.0976 -2.6549 0.033 -0.042 0.026
C -1.0459 -5.2769 -3.0860 -0.042 0.078 0.020
Sb -1.7943 -1.4064 -1.2135 0.321 0.087 0.084
C -3.5278 -2.2526 -0.3705 -0.138 -0.037 0.089
C -3.4017 -3.4483 0.3345 -0.070 -0.002 0.039
C -4.5110 -4.0411 0.9201 0.124 -0.001 -0.022
C -5.7355 -3.4167 0.7871 -0.121 -0.068 0.066
F -6.8097 -3.9833 1.3468 0.030 0.008 -0.006
C -5.8970 -2.2330 0.0952 0.083 0.073 -0.052
C -4.7784 -1.6501 -0.4830 -0.033 -0.060 0.049
C -2.5736 -0.5520 -2.9780 -0.093 0.161 -0.177
C -3.4732 0.5120 -2.8722 0.051 0.068 -0.030
C -4.0078 1.1142 -4.0018 0.037 -0.031 0.096
C -3.6132 0.6435 -5.2398 -0.061 0.065 -0.115
F -4.1161 1.2224 -6.3349 0.020 -0.014 0.035
C -2.7184 -0.3971 -5.3882 0.072 -0.094 0.084
C -2.2013 -0.9975 -4.2462 -0.048 0.040 -0.026
H 2.0619 -4.8646 -1.7817 -0.008 0.002 0.003
H 1.0158 -2.7440 -1.0123 -0.097 -0.029 0.060
H -2.6749 -3.9154 -2.8925 0.025 0.027 0.006
H -1.5938 -6.0116 -3.6604 0.004 0.011 0.003
H -2.4397 -3.9418 0.4229 -0.004 0.005 -0.011
H -4.4399 -4.9736 1.4633 -0.004 0.009 -0.007
H -6.8805 -1.7915 0.0094 0.009 -0.003 0.000
H -4.9080 -0.7304 -1.0373 -0.005 -0.018 -0.005
H -3.7670 0.8945 -1.8997 0.030 0.007 -0.008
H -4.7189 1.9274 -3.9388 0.017 -0.015 0.007
H -2.4474 -0.7320 -6.3805 0.000 -0.004 0.012
H -1.5112 -1.8247 -4.3633 -0.003 -0.007 0.029
```
Forces are in eV/Å.

For the frontier orbital gap (alpha / beta), the calculation gives 6.08 / 6.04 eV. As for the spin multiplicity: 6. The charge is +2.

=====

ORCA calculation (the ωB97M-V functional and the def2-TZVPD basis) on a cluster of 2 separate species, C2H2F2O3 in total in a non-equilibrium geometry.

Geometry as XYZ:
```
9
Properties=species:S:1:pos:R:3:forces:R:3
C -1.6897 -0.0307 -0.2864 -0.437 -0.138 0.219
C 1.2032 -0.0084 0.2032 0.277 0.432 -1.893
O -1.9689 1.0899 0.3140 -0.642 -0.699 -0.267
O 1.5218 -1.0646 0.8816 0.138 -0.713 0.772
O 0.7507 1.0091 0.5856 0.040 0.363 0.670
F -2.8330 -0.7433 -0.3268 0.597 0.882 0.139
F 1.5124 -0.1616 -1.1180 -0.054 -0.148 0.626
H 1.9189 -1.7675 0.3436 -0.180 0.306 -0.123
H -1.1557 1.6120 0.4153 0.262 -0.285 -0.142
```
Forces are in eV/Å.

For the frontier orbital gap, the calculation gives 10.44 eV. As for the spin multiplicity: 1. The energy above the lowest of the compared OMol25 structures with the same formula, charge and spin is 181.0 kJ/mol. The charge is 0.

=====

ORCA calculation (the ωB97M-V functional and the def2-TZVPD basis) on an isolated molecule of C4H7NO in a non-equilibrium geometry.

Geometry as XYZ:
```
13
Properties=species:S:1:pos:R:3:forces:R:3
C 1.9516 -0.3092 0.4266 0.050 -0.063 0.108
C 0.6615 0.3832 0.0724 -0.101 0.791 0.395
O 0.5545 1.5936 0.1507 0.642 -0.006 0.480
C -0.4781 -0.3901 -0.4236 -0.368 0.960 -0.757
C -1.8486 -0.1319 0.0417 -0.776 -0.418 0.623
N -1.5538 0.6607 -1.0931 0.573 -1.031 -0.121
H 2.6260 -0.2699 -0.4291 -0.009 0.015 -0.083
H 1.8342 -1.3527 0.7137 -0.152 -0.040 -0.063
H 2.4217 0.2319 1.2431 0.034 0.078 0.000
H -0.2469 -1.4279 -0.7407 -0.442 1.084 -0.782
H -2.0058 0.3156 1.0095 -0.091 0.198 0.208
H -2.5091 -0.9389 -0.2247 -0.362 -0.346 0.431
H -1.4072 1.6356 -0.7464 1.002 -1.222 -0.440
```
Forces are in eV/Å.

For the frontier orbital gap, the calculation gives 10.33 eV. As for the spin multiplicity: 1. The energy above the lowest of the compared OMol25 structures with the same formula, charge and spin is 244.0 kJ/mol. The charge is 0. As for the SMILES: CC(=O)[C@H]1CN1.

=====

ORCA calculation (the ωB97M-V functional and the def2-TZVPD basis) on a structure of composition C61H46MgNP3Si.

Geometry as XYZ:
```
113
Properties=species:S:1:pos:R:3:forces:R:3
Mg -0.0239 -1.3648 -0.7554 0.235 -0.440 -0.295
C 3.6116 2.4401 -3.2430 -0.030 0.017 -0.018
C 2.7469 1.4073 -3.5774 0.025 0.016 -0.054
C 2.4705 0.4154 -2.6476 0.023 0.000 0.102
C 3.0499 0.4421 -1.3796 0.010 -0.097 0.019
C 3.9225 1.4764 -1.0586 -0.005 0.081 0.002
C 4.2020 2.4700 -1.9866 -0.043 0.052 0.117
P 2.6390 -0.9528 -0.2636 0.171 0.534 -0.100
C 4.1168 -2.0124 -0.4234 -0.221 -0.329 -0.043
C 4.1394 -3.1725 0.3584 -0.015 0.080 -0.010
C 5.1470 -4.1088 0.2033 -0.005 -0.015 0.020
C 6.1386 -3.9081 -0.7493 0.020 0.045 -0.022
C 6.1186 -2.7667 -1.5357 0.016 -0.007 -0.002
C 5.1095 -1.8231 -1.3808 -0.014 0.039 0.104
C 2.7529 -0.2892 1.4432 -0.064 -0.032 0.079
C 4.0006 -0.1707 2.0616 -0.059 -0.004 -0.041
C 4.1061 0.3128 3.3548 0.027 0.008 0.037
C 2.9582 0.6673 4.0497 -0.007 -0.016 -0.021
C 1.7169 0.5408 3.4438 -0.015 -0.018 -0.055
C 1.5728 0.0619 2.1359 0.041 -0.110 -0.181
Si -0.1828 0.0180 1.3211 0.064 0.568 0.768
C -0.8968 1.6869 1.9753 0.123 0.084 -0.218
C -1.6954 1.7313 3.1251 -0.003 -0.087 -0.083
C -2.1331 2.9331 3.6608 -0.019 -0.011 -0.031
C -1.7959 4.1312 3.0459 -0.016 0.049 0.023
C -1.0317 4.1158 1.8917 0.049 -0.122 -0.016
C -0.5750 2.9075 1.3586 -0.135 -0.043 -0.002
P 0.4067 2.8383 -0.1885 0.040 0.115 0.040
C 1.2599 4.4669 -0.0978 0.075 -0.163 0.048
C 1.1465 5.5132 -1.0037 -0.064 0.017 0.008
C 1.9087 6.6675 -0.8458 -0.002 -0.003 -0.022
C 2.7895 6.7875 0.2167 -0.012 -0.007 0.017
C 2.9100 5.7449 1.1304 0.006 -0.002 -0.017
C 2.1579 4.5943 0.9685 0.022 -0.033 -0.058
C -0.8849 3.0600 -1.4770 0.018 -0.104 0.044
C -2.2478 2.9566 -1.1999 0.028 0.091 0.001
C -3.1836 2.9975 -2.2264 -0.017 -0.006 -0.026
C -2.7734 3.1460 -3.5438 -0.039 -0.018 0.033
C -1.4179 3.2351 -3.8342 0.041 -0.009 -0.001
C -0.4826 3.1750 -2.8112 0.033 -0.053 0.020
C -1.2939 -1.2044 2.2975 -0.116 -0.035 -0.068
C -0.9265 -1.9417 3.4224 0.043 0.037 -0.106
C -1.8389 -2.7664 4.0722 -0.012 -0.020 -0.011
C -3.1420 -2.8638 3.6080 0.018 -0.025 0.029
C -3.5333 -2.1493 2.4815 0.056 0.010 -0.048
C -2.6185 -1.3403 1.8148 0.129 0.016 0.113
P -3.0386 -0.3163 0.3424 -0.255 -0.127 -0.101
C -4.8790 -0.3180 0.3489 0.075 0.075 0.068
C -5.4679 0.5409 1.2835 0.040 -0.038 0.011
C -6.8438 0.6885 1.3476 0.034 -0.005 0.020
C -7.6566 -0.0060 0.4598 -0.005 -0.023 -0.022
C -7.0834 -0.8450 -0.4830 -0.008 -0.008 -0.008
C -5.7026 -1.0024 -0.5404 0.029 0.003 0.039
C -2.6755 -1.4743 -1.0498 -0.291 0.111 0.101
C -2.2843 -0.8988 -2.2679 0.074 0.059 0.058
C -2.0925 -1.6944 -3.3942 0.029 -0.054 0.032
C -2.2986 -3.0661 -3.3125 0.002 0.050 0.005
C -2.6761 -3.6428 -2.1080 -0.017 -0.053 -0.007
C -2.8566 -2.8552 -0.9802 -0.054 0.014 -0.100
H 3.8234 3.2254 -3.9584 0.003 -0.028 0.006
H 2.2930 1.3735 -4.5609 -0.003 0.001 0.035
H 1.8084 -0.4049 -2.9153 -0.006 0.016 -0.038
H 4.3790 1.5129 -0.0768 -0.020 0.010 0.008
H 4.8702 3.2808 -1.7220 -0.014 -0.027 -0.008
H 3.3524 -3.3370 1.0873 0.013 -0.045 -0.012
H 5.1540 -5.0036 0.8131 -0.020 0.023 -0.007
H 6.9216 -4.6441 -0.8823 -0.013 0.011 0.013
H 6.8901 -2.6083 -2.2795 -0.022 0.001 0.012
H 5.1019 -0.9381 -2.0035 0.001 -0.004 -0.023
H 4.8953 -0.4706 1.5275 -0.007 0.010 0.012
H 5.0799 0.4070 3.8207 -0.026 -0.009 -0.017
H 3.0295 1.0408 5.0642 -0.002 -0.005 -0.010
H 0.8325 0.8288 4.0014 -0.014 0.020 -0.009
H -1.9865 0.8038 3.6071 0.044 0.042 0.041
H -2.7384 2.9359 4.5596 0.011 -0.010 -0.005
H -2.1301 5.0736 3.4633 -0.006 -0.021 -0.023
H -0.7775 5.0493 1.4054 0.004 0.017 -0.022
H 0.4490 5.4443 -1.8290 0.005 -0.004 -0.010
H 1.8065 7.4785 -1.5570 -0.010 -0.023 0.012
H 3.3769 7.6893 0.3380 -0.008 -0.026 -0.005
H 3.5953 5.8297 1.9654 -0.025 -0.005 -0.018
H 2.2547 3.7775 1.6794 0.029 0.040 -0.018
H -2.5838 2.8351 -0.1786 0.006 0.009 0.004
H -4.2383 2.9112 -1.9915 0.027 0.004 0.001
H -3.5049 3.1857 -4.3415 0.010 -0.004 0.013
H -1.0903 3.3419 -4.8617 0.012 -0.002 0.026
H 0.5766 3.2049 -3.0472 -0.020 0.021 -0.002
H 0.0891 -1.8633 3.7992 -0.044 0.001 0.019
H -1.5346 -3.3258 4.9490 0.000 0.009 -0.018
H -3.8545 -3.4991 4.1193 -0.002 0.015 -0.004
H -4.5559 -2.2195 2.1280 0.009 -0.006 -0.007
H -4.8287 1.0935 1.9668 -0.046 0.016 -0.011
H -7.2838 1.3511 2.0831 0.024 -0.016 -0.016
H -8.7324 0.1108 0.5010 0.023 0.000 0.000
H -7.7120 -1.3858 -1.1800 0.014 0.012 0.010
H -5.2763 -1.6643 -1.2831 0.022 -0.005 -0.012
H -2.1671 0.1823 -2.3277 0.006 -0.021 -0.020
H -1.8077 -1.2428 -4.3363 0.019 0.023 0.018
H -2.1576 -3.6840 -4.1902 0.010 -0.013 0.027
H -2.8161 -4.7150 -2.0435 0.014 0.032 0.005
H -3.1496 -3.3111 -0.0425 0.033 -0.003 0.019
N 1.4867 -8.7380 -0.4099 -0.008 0.091 -0.001
C 1.2572 -7.6133 -0.4928 0.010 -0.065 0.035
C 0.9641 -6.2104 -0.6033 -0.019 0.086 -0.058
C 0.5790 -5.4744 0.5154 0.045 -0.070 0.019
C 0.2919 -4.1237 0.3809 -0.004 0.074 -0.095
C 0.3582 -3.4452 -0.8496 -0.127 -0.200 -0.163
C 0.7591 -4.2257 -1.9467 0.045 0.060 0.110
C 1.0608 -5.5742 -1.8415 0.016 -0.035 -0.008
H 0.5078 -5.9665 1.4782 -0.008 0.011 -0.003
H -0.0024 -3.5816 1.2766 -0.026 -0.044 0.045
H 0.8478 -3.7669 -2.9279 -0.008 -0.035 -0.024
H 1.3711 -6.1459 -2.7081 -0.004 0.012 0.007
```
Forces are in eV/Å.

For the frontier orbital gap, the calculation gives 7.18 eV. As for the spin multiplicity: 1. The energy above the lowest of the compared OMol25 structures with the same formula, charge and spin is 0.0 kJ/mol. The charge is 0.